Record 1
Density functional theory data (ωB97M-V/def2-TZVPD) for a single C3H5NS2 molecule.

Structure (XYZ):
```
11
Properties=species:S:1:pos:R:3:forces:R:3:nbo_charge:R:1
C -0.3142 0.3891 -0.2192 0.016 0.740 0.513 0.0270
C -0.8529 1.7404 0.1479 -0.556 0.521 0.264 -0.2446
C -0.4738 2.5353 1.1607 0.294 -1.172 -0.569 -0.3505
H -0.0784 -2.4977 0.3067 0.708 0.161 0.148 0.1138
H -0.0006 -0.0326 1.7708 0.433 -0.222 -1.595 0.4083
H -1.6556 2.1140 -0.5069 0.578 -0.373 0.143 0.2307
H -0.9019 3.5064 1.2911 -0.280 0.335 0.017 0.2109
H 0.3023 2.2566 1.8630 0.087 -0.027 -0.034 0.1912
N 0.2664 -0.3035 0.7911 -0.449 0.803 2.330 -0.7464
S 1.0418 -1.7909 0.6856 -0.713 -0.572 -0.424 0.2208
S -0.3972 -0.1598 -1.7355 -0.116 -0.194 -0.794 -0.0613
```
Forces are in eV/Å.

## Properties
* E_HOMO: -8.55 eV


Record 2
Density functional theory data (ωB97M-V/def2-TZVPD) for a molecular structure, C38H44BrHfIN5O4P2S.

Structure (XYZ):
```
97
Properties=species:S:1:pos:R:3:forces:R:3:mulliken_charge:R:1
Hf -0.4181 -1.1016 -1.0719 0.728 1.785 0.369 0.4781
O -2.7770 -3.6115 -3.5133 0.087 0.361 -0.013 -0.5608
C -1.7638 -2.9077 -2.9306 0.297 0.177 -0.562 0.0406
O -1.8615 -2.3465 -1.6865 -0.254 -0.993 -1.045 -0.6238
C -0.6666 -2.6007 -3.6683 0.546 0.737 1.085 0.4532
C -0.2450 -2.9599 -5.0008 -1.608 -1.270 0.765 -1.0540
C 0.7919 -2.3764 -5.5560 1.351 0.070 -1.128 -0.5313
C 1.5179 -1.3536 -4.8598 0.835 0.895 0.632 -0.7342
C 1.2196 -1.1041 -3.5565 2.474 1.681 -1.896 0.6676
N 0.2315 -1.7150 -2.9424 -3.251 -1.675 1.678 0.6655
C 1.8844 -0.0086 -2.6868 -0.725 0.256 -0.011 0.1782
O 2.9399 0.5435 -2.8832 -1.274 -0.660 0.338 -0.6267
O 1.0203 0.2814 -1.6265 1.005 -0.851 -0.891 -0.1671
H -3.4030 -4.0237 -2.9212 0.051 -0.048 0.598 0.3536
H -0.7424 -3.7723 -5.5128 -0.212 0.052 0.066 0.4939
H 1.1306 -2.7736 -6.5175 -0.013 0.534 0.238 0.4066
H 2.3052 -0.7749 -5.3342 -0.080 -0.192 0.063 0.5367
C -0.8379 0.1288 2.9104 0.460 -2.704 -0.749 -1.5503
P -0.3669 0.8379 1.2291 -0.672 0.074 0.471 1.3004
C -2.0184 1.7186 1.1137 -0.024 -0.021 -2.160 -0.7557
N -2.3057 2.4748 2.1065 -0.428 0.337 1.040 0.1853
C -3.4324 3.2263 2.0435 0.536 -0.279 -0.552 0.1514
C -3.7085 4.0946 3.0759 0.128 0.683 1.580 -0.4560
C -4.8013 4.8978 3.0132 0.261 -0.068 -0.538 -0.8749
C -5.6066 4.8522 1.8671 -0.678 -0.072 0.075 -0.4922
C -5.4030 4.0048 0.8232 0.936 0.379 1.563 -0.7351
C -4.2497 3.2070 0.9090 -1.096 0.330 -0.264 0.4714
N -3.9686 2.4600 -0.1586 1.013 -1.038 -0.422 -0.0505
C -2.8813 1.7421 -0.0855 1.224 -0.055 0.743 -0.6778
P -2.4487 0.7796 -1.5563 -0.208 -0.211 -0.432 1.6808
C -3.9753 -0.1888 -1.6656 -0.532 -0.208 -1.295 -1.6016
C -2.5274 1.9204 -3.0628 -0.256 -0.690 0.251 1.6768
C -4.0034 2.2245 -3.4373 0.396 0.144 0.205 -1.7912
C -1.6378 3.1446 -2.8709 0.741 -1.627 2.443 -1.5776
C -1.8902 1.1375 -4.2124 -0.088 -0.497 0.299 -1.6730
C 0.8975 2.2318 1.5669 -0.705 -0.845 0.350 1.8169
C 0.6021 2.9740 2.8842 2.117 -0.296 -0.204 -1.6075
C 2.2341 1.4390 1.6814 -0.703 0.506 -0.517 -1.8513
C 0.8461 3.1616 0.3409 2.032 -0.404 -0.423 -1.3610
H -1.1407 0.9573 3.5261 -0.214 -0.023 0.524 0.9767
H 0.5105 -4.4698 3.0147 -0.121 -0.322 3.149 0.5684
H -1.7187 -0.5987 2.6324 1.549 1.838 0.976 0.1523
H -3.0239 4.1268 3.9175 -0.095 -0.073 -0.031 0.4599
H -5.0452 5.6006 3.7812 -0.003 0.201 0.401 0.4361
H -6.4560 5.4797 1.8610 -0.841 0.662 -0.115 0.4198
H -6.0632 3.9464 0.0028 -0.431 -0.067 -0.866 0.5445
H -4.8735 0.4306 -1.7662 0.342 0.152 0.275 0.5439
H -4.0810 -0.8056 -0.7774 0.067 -0.331 -0.169 0.4323
H -3.9261 -0.7720 -2.6162 0.016 -0.051 0.931 0.2792
H -4.6364 2.6176 -2.6515 0.195 -0.047 0.445 0.2136
H -4.5353 1.3983 -3.9037 0.247 -0.267 0.052 0.3738
H -3.9685 3.0021 -4.1708 0.074 0.573 -0.709 0.5799
H -1.9299 3.7486 -2.0199 -0.321 0.356 0.040 0.3231
H -1.6227 3.7114 -3.7482 0.183 0.965 -1.363 0.5966
H -0.6117 2.7596 -2.6001 -0.762 0.555 -0.562 0.1837
H -2.2977 0.1314 -4.3159 -0.248 -0.001 -0.259 0.3807
H -0.8159 1.0086 -4.1088 0.179 0.148 0.175 0.2001
H -2.0737 1.7271 -5.0958 -0.051 -0.065 -0.611 0.6155
H 0.5992 2.2911 3.7194 -0.260 -0.365 0.330 0.3398
H -0.2946 3.5209 2.8496 -1.021 0.723 0.025 0.4287
H 1.4599 3.6446 3.1428 -0.599 -0.265 -0.550 0.4367
H 2.2987 0.7171 2.4890 -0.191 0.277 0.485 0.1216
H 3.0337 2.1579 1.7442 0.477 0.186 0.217 0.6035
H 2.3979 0.8483 0.7992 0.132 -0.100 -0.746 0.2027
H -0.0304 3.7926 0.2048 -0.142 -0.219 0.257 0.2904
H 1.0924 2.5914 -0.5790 -0.591 0.123 0.344 0.0565
H 1.7456 3.8089 0.4100 -0.579 0.070 0.168 0.5063
S 1.9168 -0.5824 5.7840 -0.965 0.250 -1.388 -0.2717
C 0.9655 -0.5708 4.4919 1.529 -0.344 2.510 0.4161
N 0.2518 -0.7477 3.5590 -2.368 1.488 -2.171 -0.1318
C -1.6804 -3.1589 1.7402 -0.126 1.087 1.582 -1.1079
C -0.2411 -3.2273 1.4696 -0.813 -2.330 1.120 0.6150
C 0.6361 -4.3384 2.0158 0.175 2.725 -2.414 -0.9495
C 1.9656 -3.8916 1.4869 -2.170 0.155 -0.733 -1.1551
C 1.7347 -2.9138 0.6181 0.652 1.639 -0.963 0.4684
C 2.6125 -2.1861 -0.3960 -1.430 -0.088 0.904 -0.7924
N 0.3212 -2.4983 0.6012 1.836 -0.053 -0.571 -0.0375
H -1.7493 -2.1811 2.2926 -0.595 -0.889 -0.843 -0.0251
H -2.1231 -3.8815 2.4518 0.568 0.028 -0.692 0.3846
H -2.1463 -3.1652 0.7735 -0.923 0.228 -0.289 0.2294
H 0.1604 -5.1772 1.5497 0.161 -1.059 -0.592 0.3680
H 2.8662 -4.3492 1.6862 1.808 -0.820 0.290 0.7552
H 2.1020 -2.3310 -1.3484 0.374 -0.181 -0.353 0.1441
H 3.5831 -2.6055 -0.4121 0.988 -0.441 -0.202 0.6484
H 2.6985 -1.1003 -0.2588 -0.075 -0.280 0.348 -0.0225
Br 5.2425 -0.3662 4.3179 0.171 0.193 0.250 -0.1541
C 6.3356 -1.5072 3.2874 -1.080 -0.593 -0.343 0.4030
C 6.7179 -2.7349 3.8619 0.112 0.228 0.266 -0.3651
C 7.2859 -3.7161 3.0781 0.479 1.772 -1.470 -0.6616
C 7.4662 -3.4001 1.6969 1.709 -2.486 0.985 -0.3157
C 7.1513 -2.2076 1.1566 -1.140 0.059 -0.025 -0.6462
C 6.4635 -1.2746 1.9229 0.885 0.050 0.578 -0.0116
I 5.9969 0.4709 0.9608 -0.384 0.623 -0.184 0.2177
H 6.6181 -2.8847 4.9400 -0.079 0.155 -0.381 0.3679
H 7.8079 -4.5301 3.5262 -0.215 -0.791 0.111 0.4198
H 8.0517 -4.0858 1.0479 -0.634 0.251 0.621 0.3267
H 7.3149 -2.0936 0.1098 0.148 0.498 -0.514 0.4142
```
Forces are in eV/Å.

## Properties
* E_HOMO (spin up / spin down): -8.59 / -8.59 eV
* total charge: +1